An isolated molecule of C4H4O2 at a distorted geometry, computed with ωB97M-V/def2-TZVPD.

```
10
Properties=species:S:1:pos:R:3:forces:R:3:lowdin_charge:R:1
C 0.3331 0.3330 -0.7281 -0.4 -1.5 -3.0 -0.613
C 0.6518 -0.5441 0.3433 -0.1 0.9 4.0 -0.096
C -0.3342 -0.3739 1.4622 0.7 -0.4 -0.6 -0.080
C -1.2319 -0.4836 2.2476 0.4 -0.5 -0.6 0.107
H -0.5464 0.4084 -2.3112 -0.3 2.4 -2.9 0.078
H 0.6504 -1.5669 0.1244 0.0 -1.4 -0.7 0.120
H 1.6540 -0.1964 0.5793 0.1 -0.4 0.7 0.139
H -2.0178 -0.9761 2.7467 -0.5 0.4 0.7 0.026
O -0.4884 -0.1913 -1.6341 -1.3 -2.9 2.5 0.162
O 0.9568 1.2842 -1.0020 1.4 3.5 0.0 0.158
```
Positions in Å, forces in eV/Å.

The LUMO energy is 0.70 eV. Its structure (SMILES) is C#CCC(=O)O. Its spin multiplicity is 1. As for the energy above the lowest of the compared OMol25 structures with the same formula, charge and spin: 1.715 eV.

=====

An isolated molecule of C5H10O, computed with ωB97M-V/def2-TZVPD.

```
16
Properties=species:S:1:pos:R:3:forces:R:3:lowdin_charge:R:1
C 0.2394 -0.4130 -1.4928 0.5 -0.1 -0.2 -0.097
C 0.4473 0.6862 -0.4866 -0.2 0.0 0.1 -0.376
C -0.8809 1.3287 -0.7814 0.0 0.3 -0.1 0.125
O -1.3904 -0.1814 0.4237 0.0 -0.2 -0.2 -0.080
C -0.0471 0.1297 0.8736 0.1 0.0 0.1 -0.405
C 0.6570 -1.0496 1.5056 0.0 0.0 0.0 -0.039
H 0.2389 -0.0756 -2.5294 -0.1 -0.1 0.2 0.040
H -1.1450 -0.6803 -0.4676 -0.2 0.1 0.3 0.092
H 0.7999 -1.3395 -1.3441 -0.1 0.1 0.0 0.038
H 1.3490 1.3173 -0.4288 -0.2 -0.1 -0.1 0.132
H -1.2409 1.3781 -1.8045 0.1 -0.1 0.1 0.086
H -1.3882 1.9875 -0.0764 0.1 -0.1 0.0 0.095
H -0.1513 0.9453 1.5989 0.0 -0.1 -0.1 0.142
H 0.1052 -1.3944 2.3861 0.1 0.1 -0.1 0.083
H 1.6647 -0.7553 1.8201 -0.1 0.0 0.0 0.087
H 0.7423 -1.8839 0.8034 0.0 0.1 0.1 0.074
```
Positions in Å, forces in eV/Å.

The LUMO energy (spin up / spin down) is -0.02 / -0.29 eV. Its spin multiplicity is 1. As for the energy above the lowest of the compared OMol25 structures with the same formula, charge and spin: 5.504 eV.

=====

A structure of composition C24H38BrNO4P2RuS2, computed with ωB97M-V/def2-TZVPD.

```
73
Properties=species:S:1:pos:R:3:forces:R:3:mulliken_spin:R:1
Ru -0.2197 0.1080 -0.8604 -0.2 0.7 -0.6 0.907
O -1.4802 0.4556 0.8411 -0.2 0.4 -0.1 0.006
N -1.7389 1.7697 0.9954 0.1 -0.3 0.0 -0.003
C -1.9759 2.2226 2.2389 0.0 -0.1 0.1 -0.004
C -2.2309 3.5493 2.4756 0.0 -0.1 0.0 0.009
C -2.2309 4.4303 1.4009 0.0 0.1 -0.1 -0.003
C -1.9901 3.9439 0.1337 0.0 0.1 0.0 0.013
C -1.7420 2.5905 -0.0714 0.0 0.0 0.0 0.003
S -1.4472 1.9189 -1.6430 0.5 -0.3 0.0 0.079
H -1.9351 1.4662 3.0072 0.0 0.0 0.0 0.001
H -2.4064 3.8852 3.4875 0.0 0.0 0.0 0.000
H -2.4054 5.4869 1.5564 0.0 0.0 0.0 0.000
H -1.9611 4.5976 -0.7275 0.0 0.0 0.0 -0.002
C 2.9185 0.7165 -2.6671 0.0 0.0 0.1 -0.001
P 1.3865 -0.2299 -2.4989 -0.1 0.1 -0.1 -0.034
C 2.0300 -1.9260 -2.3925 0.1 0.0 0.0 0.010
C 0.5304 -0.1927 -4.1076 0.1 0.1 0.1 0.006
C -0.5838 -1.2216 -4.0159 -0.1 -0.2 0.0 0.001
P -1.4756 -1.0910 -2.4013 -0.3 -0.4 0.3 -0.028
C -1.8468 -2.8147 -1.9614 0.1 0.0 0.0 -0.003
C -3.1148 -0.4868 -2.8928 0.0 0.0 0.0 0.001
H 3.6288 0.1212 -3.2441 0.0 0.0 0.0 -0.001
H 3.3220 0.9129 -1.6741 0.0 0.0 0.0 -0.002
H 2.7336 1.6701 -3.1494 0.0 0.1 0.0 0.000
H 2.5802 -2.1819 -3.3007 0.0 0.0 0.0 0.000
H 1.2292 -2.6408 -2.2339 0.0 -0.1 0.0 0.000
H 2.7116 -1.9803 -1.5427 0.0 0.0 0.0 -0.001
H 1.2078 -0.3945 -4.9388 0.0 0.0 0.0 0.001
H 0.1269 0.8151 -4.2270 0.0 0.0 0.0 0.001
H -0.1613 -2.2269 -4.0890 -0.1 0.0 0.0 0.001
H -1.3067 -1.1140 -4.8245 0.0 0.0 0.0 0.000
H -2.3172 -3.3327 -2.7969 0.0 0.0 0.0 -0.001
H -2.5285 -2.8062 -1.1107 0.0 0.0 0.0 0.001
H -0.9388 -3.3379 -1.6636 0.0 0.0 0.0 -0.001
H -3.5717 -1.2283 -3.5489 0.0 0.0 0.0 0.000
H -3.0359 0.4619 -3.4191 0.0 0.0 0.0 -0.002
H -3.7375 -0.3367 -2.0114 0.0 0.0 0.0 0.000
C -2.3109 -3.2448 1.8544 0.0 0.0 0.0 -0.001
C -1.3672 -2.9424 3.0161 0.0 0.0 0.0 0.001
C -0.5387 -1.6782 2.8225 -0.1 0.0 0.0 -0.002
S 0.7467 -1.5800 1.5595 0.0 -0.1 0.2 0.010
O 0.1044 -1.7881 0.1664 0.4 0.3 0.0 0.014
C 1.6840 -3.0785 1.9297 0.0 0.0 0.0 0.006
C 1.1206 -4.4370 1.4966 0.0 -0.1 0.0 0.000
C 1.6979 -4.9599 0.1891 0.1 0.0 0.1 -0.001
H -2.9148 -4.1280 2.0641 0.0 0.0 0.0 0.000
H -1.7646 -3.4150 0.9277 0.0 0.0 0.0 0.000
H -2.9874 -2.4034 1.6849 0.0 0.0 0.0 0.000
H -0.7260 -3.7978 3.2399 -0.1 0.1 0.0 0.000
H -1.9574 -2.7768 3.9206 0.0 0.0 0.0 0.000
H 0.0153 -1.4102 3.7286 0.0 0.0 0.0 0.000
H -1.1713 -0.8325 2.5539 0.0 0.0 0.0 -0.001
H 1.7867 -3.0163 3.0167 0.0 0.0 0.0 -0.001
H 2.6774 -2.9055 1.5119 0.0 0.0 0.0 0.000
H 0.0353 -4.4049 1.4301 0.1 0.0 -0.1 0.000
H 1.3581 -5.1446 2.2931 0.0 0.0 0.0 0.000
H 1.3988 -4.3371 -0.6468 0.0 0.1 -0.2 0.000
H 1.3463 -5.9737 -0.0034 0.0 0.0 0.0 0.000
H 2.7900 -4.9875 0.2209 -0.1 0.0 0.0 0.000
Br 1.9929 7.0982 3.9123 0.0 0.0 0.0 0.000
C 1.8325 5.7316 2.6145 0.0 0.0 0.0 -0.001
C 1.5364 4.4416 3.0234 0.0 -0.1 0.0 0.000
C 1.4089 3.4436 2.0679 0.0 0.1 0.0 0.000
C 1.5788 3.7338 0.7190 0.1 0.0 0.0 -0.009
C 1.8868 5.0322 0.3304 0.0 0.1 0.0 0.000
C 2.0141 6.0394 1.2756 0.0 0.0 -0.1 0.000
C 1.3750 2.6833 -0.3403 -0.3 0.1 -0.1 0.009
O 1.5123 2.9655 -1.5232 0.1 -0.1 0.1 0.011
O 0.9632 1.5460 0.1284 0.0 -0.6 0.4 0.009
H 1.4101 4.2238 4.0757 0.0 0.0 0.0 0.000
H 1.1757 2.4289 2.3621 0.0 0.0 0.0 -0.003
H 2.0174 5.2423 -0.7235 0.0 0.0 0.0 0.000
H 2.2495 7.0525 0.9789 0.0 0.0 0.0 0.000
```
Positions in Å, forces in eV/Å.

Its expectation value of S² is 0.757. Its net charge is +1. The LUMO energy (spin up / spin down) is -2.58 / -3.75 eV. Its spin multiplicity is 2. As for the energy above the lowest of the compared OMol25 structures with the same formula, charge and spin: 0.121 eV.